Entry 1:
{
  "formula": "H2N2O3",
  "method": "ωB97M-V/def2-TZVPD",
  "species": ["O", "O", "N", "H", "N", "H", "O"],
  "xyz": [[1.257, 0.625, 0.233], [0.158, -1.411, 0.137], [0.220, -0.106, -0.328], [1.199, 0.649, 1.188], [-0.994, 0.156, 0.453], [0.071, -0.021, -1.375], [-1.911, 0.107, -0.308]],
  "multiplicity": 1,
  "homo_energy_ev": [-10.2, -10.2],
  "gap_ev": [9.94, 9.94],
  "charge": 0,
  "lumo_ev": [-0.27, -0.27]
}

=====

Entry 2:
{
  "formula": "C25H36N2OP2Pt",
  "method": "ωB97M-V/def2-TZVPD",
  "species": ["C", "H", "P", "H", "C", "H", "H", "O", "C", "C", "C", "C", "C", "C", "C", "C", "C", "C", "H", "C", "H", "H", "H", "H", "H", "H", "C", "C", "H", "H", "P", "H", "H", "C", "H", "H", "H", "H", "H", "N", "C", "H", "H", "H", "N", "C", "H", "C", "H", "H", "H", "H", "C", "H", "H", "H", "C", "H", "C", "H", "C", "H", "Pt", "H", "C", "H", "C"],
  "xyz": [[-1.962, 4.786, 2.852], [-2.149, -5.368, 0.677], [1.769, -1.055, 0.869], [-1.958, 5.620, 2.144], [-1.165, -4.908, 0.524], [2.907, -2.465, -0.791], [0.610, 0.297, -4.375], [0.479, 1.481, 1.328], [-2.226, 3.494, 2.092], [0.264, -3.440, -0.753], [-2.822, -2.046, -4.172], [-2.006, -2.619, -0.480], [-0.677, -2.303, -2.502], [1.488, -1.412, 2.629], [1.371, -3.723, 0.107], [-1.625, -1.363, -4.469], [-0.574, 2.010, -2.411], [1.251, -4.928, 0.811], [3.681, 0.139, -0.068], [3.238, 0.018, 0.921], [-0.029, -6.606, 1.316], [2.962, 0.648, -2.031], [2.298, 2.139, -2.711], [-0.964, 4.146, 0.452], [1.558, -0.954, -3.443], [2.352, 1.936, -0.950], [0.595, 4.746, 2.799], [-0.665, 4.809, 3.648], [-3.018, -2.753, -0.041], [0.499, 5.422, 1.943], [0.536, 0.654, -1.885], [1.747, 2.941, 2.546], [-0.292, 2.399, -3.401], [0.001, -5.572, 0.934], [-0.509, 2.822, -1.673], [2.927, 0.995, 1.294], [3.301, -3.033, 0.895], [-2.236, 2.649, 2.789], [1.473, 5.042, 3.373], [0.452, -2.879, -1.982], [-0.572, -1.341, -3.546], [-1.503, -0.833, -5.418], [-3.999, -3.005, -2.609], [2.147, -5.356, 1.265], [0.872, 3.411, 2.313], [2.190, 1.413, -1.895], [-1.616, 2.531, 0.252], [2.489, -2.692, 0.214], [-2.800, 4.963, 3.533], [-3.561, -2.200, -4.972], [0.634, -2.090, 2.709], [-1.918, 0.091, 0.096], [0.060, 2.689, 1.546], [-0.662, 3.990, 4.372], [-0.613, 5.731, 4.231], [4.010, -0.378, 1.590], [-3.051, -2.532, -2.878], [1.250, -0.461, 3.120], [-1.032, -3.708, -0.193], [2.365, -1.864, 3.112], [-1.205, 3.220, 0.992], [-1.404, -1.499, -0.048], [-0.346, -0.108, 0.206], [-3.227, 3.521, 1.648], [-1.981, -2.530, -1.968], [-1.600, 1.619, -2.455], [0.606, -0.387, -3.497]],
  "multiplicity": 5,
  "homo_energy_ev": [-12.5, -14.5],
  "gap_ev": [6.51, 5.75],
  "charge": 2,
  "lumo_ev": [-6.00, -8.76]
}

=====

Entry 3:
{
  "formula": "C2H2BrO3P",
  "method": "ωB97M-V/def2-TZVPD",
  "species": ["H", "H", "O", "C", "O", "P", "Br", "C", "O"],
  "xyz": [[2.194, 1.192, -0.726], [1.774, -0.633, -0.128], [-1.332, -0.510, -1.252], [0.163, 0.576, 0.301], [-2.261, -0.520, 1.127], [-1.083, -0.784, 0.213], [-0.816, 2.214, 0.140], [1.625, 0.465, -0.257], [-0.265, -2.000, 0.582]],
  "multiplicity": 1,
  "homo_energy_ev": 0.5,
  "gap_ev": 5.27,
  "charge": -2,
  "lumo_ev": 5.77
}

=====

Entry 4:
{
  "formula": "C4H11NO2",
  "method": "ωB97M-V/def2-TZVPD",
  "species": ["C", "H", "H", "H", "C", "H", "H", "H", "C", "H", "H", "O", "H", "N", "H", "O", "C", "H"],
  "xyz": [[-1.674, -1.557, -0.012], [-0.799, 3.061, -1.122], [2.611, -1.921, -1.805], [-0.214, 0.237, -0.934], [-0.543, -2.201, -0.303], [1.354, 0.122, -1.646], [0.178, 4.580, 3.713], [-0.189, -3.020, 0.335], [0.625, -1.653, -1.043], [1.764, -3.441, -1.390], [-0.526, 2.105, -0.038], [0.353, 3.654, 3.902], [-0.472, 3.161, 3.917], [0.654, -0.237, -1.015], [-2.516, -2.004, 0.500], [-0.513, 2.146, -1.004], [1.684, -2.368, -1.407], [-1.774, -0.664, -0.643]],
  "multiplicity": 1,
  "homo_energy_ev": -7.9,
  "gap_ev": 8.24,
  "charge": 0,
  "lumo_ev": 0.31
}

=====

Entry 5:
{
  "formula": "C18H22I2NO5Re",
  "method": "ωB97M-V/def2-TZVPD",
  "species": ["H", "H", "O", "C", "H", "C", "C", "C", "H", "O", "H", "C", "H", "H", "C", "H", "H", "H", "C", "C", "C", "C", "C", "C", "O", "H", "C", "H", "C", "Re", "H", "N", "H", "H", "C", "I", "C", "H", "H", "H", "O", "H", "H", "C", "O", "H", "C", "I", "H"],
  "xyz": [[-0.089, -1.956, -2.970], [-2.947, -2.855, -0.180], [1.775, -0.828, -0.101], [-0.030, 2.128, -3.497], [-4.174, -0.103, -0.060], [2.136, 1.932, -2.466], [-0.765, 1.842, 2.055], [-0.279, -2.214, -1.928], [1.877, -1.110, 2.538], [0.026, -0.388, 1.934], [-3.023, 0.803, 1.940], [1.270, 2.546, -3.395], [-3.758, -1.933, 1.116], [-1.427, 1.653, 2.905], [-1.801, -2.630, 1.641], [5.270, 1.851, -1.156], [-1.755, -1.955, 2.497], [-1.519, 0.767, -2.714], [-2.804, -2.135, 0.628], [-0.497, 1.113, -2.656], [3.501, 2.267, -2.256], [-2.809, 1.228, 0.953], [2.365, 0.159, -0.751], [3.673, 0.538, -0.566], [-1.437, 1.547, 0.839], [-0.448, -3.282, -1.761], [0.457, 0.960, 2.163], [-2.933, 0.608, -1.108], [4.234, 1.588, -1.322], [-0.201, -1.070, -0.471], [0.515, -1.413, 3.646], [0.275, 0.514, -1.768], [-0.707, 2.576, -4.210], [1.453, -2.952, 1.239], [0.608, -2.723, 1.880], [4.811, -0.463, 0.852], [-3.132, 0.211, -0.115], [0.450, -3.536, 2.590], [-2.048, -3.639, 1.974], [0.891, 1.055, 3.161], [-0.519, -2.652, 0.984], [-0.471, 2.894, 2.080], [1.222, 1.218, 1.426], [0.821, -1.375, 2.598], [-2.273, -0.929, 0.052], [1.644, 3.341, -4.025], [1.591, 0.894, -1.687], [4.414, 3.792, -3.345], [-3.435, 2.116, 0.820]],
  "multiplicity": 2,
  "homo_energy_ev": [-10.2, -10.4],
  "gap_ev": [7.28, 6.93],
  "charge": 1,
  "lumo_ev": [-2.91, -3.44]
}

=====

Entry 6:
{
  "formula": "C48H96O12",
  "method": "ωB97M-V/def2-TZVPD",
  "species": ["H", "C", "H", "C", "H", "H", "H", "H", "H", "H", "H", "H", "H", "H", "H", "C", "C", "C", "H", "H", "O", "H", "H", "H", "H", "H", "C", "O", "C", "H", "O", "H", "H", "C", "H", "H", "C", "H", "O", "C", "C", "C", "O", "C", "H", "H", "H", "C", "C", "H", "H", "H", "C", "O", "H", "H", "H", "H", "H", "H", "H", "C", "H", "H", "C", "H", "H", "C", "H", "C", "C", "H", "H", "H", "H", "C", "H", "H", "H", "H", "O", "H", "H", "C", "H", "H", "C", "H", "C", "C", "H", "C", "H", "C", "H", "C", "H", "C", "H", "C", "H", "H", "H", "H", "H", "C", "O", "C", "H", "C", "H", "H", "O", "H", "H", "H", "H", "H", "C", "C", "H", "H", "H", "C", "H", "C", "H", "H", "H", "O", "H", "O", "C", "H", "H", "O", "C", "H", "C", "H", "C", "C", "H", "H", "C", "H", "H", "H", "H", "H", "H", "C", "C", "H", "C", "C"],
  "xyz": [[-4.674, 0.650, -5.953], [1.193, -3.027, 3.768], [-1.132, 4.713, 0.662], [4.631, 0.131, 3.696], [-4.103, 3.471, 0.284], [1.536, -1.226, -7.210], [-0.132, -7.151, -1.722], [1.485, 3.281, -1.946], [-0.451, -3.950, 0.119], [-4.519, -3.094, 0.283], [-2.684, -5.140, -1.056], [1.505, -5.597, -0.880], [0.464, -6.320, -3.211], [-3.140, -2.047, 0.324], [-2.730, -3.291, 2.392], [5.623, 0.960, -0.207], [-4.877, -1.089, 1.117], [0.536, 3.600, -1.518], [5.947, -0.076, -0.310], [2.388, 2.707, 3.602], [2.326, -4.941, 2.853], [-3.843, 6.048, 3.626], [-3.996, 4.283, 5.219], [6.687, 0.444, 4.552], [-2.475, 4.051, -1.185], [3.691, 1.953, -2.686], [-0.613, -4.886, -0.421], [-3.560, -1.485, 3.006], [-4.027, -2.334, 0.893], [-4.989, 5.280, 2.581], [5.518, -1.319, 2.042], [1.954, 0.136, 5.230], [-1.921, 2.807, 2.337], [1.868, -3.153, -4.482], [0.122, -2.985, 3.970], [6.416, 2.907, -0.694], [-4.403, 3.997, 4.248], [1.231, -1.126, 0.646], [0.587, 5.611, -0.218], [1.095, 0.768, 5.446], [1.638, -2.116, -6.592], [-2.440, 3.441, 3.063], [5.726, 1.877, -2.374], [0.130, 0.789, 4.285], [-0.066, -1.978, -1.124], [7.444, 1.564, -1.225], [0.540, -4.394, 2.211], [4.371, -1.104, 2.825], [1.447, -3.862, 2.516], [-0.684, -0.192, -6.028], [0.562, 0.500, 6.358], [7.456, -0.625, 2.066], [-4.472, 3.399, -0.736], [-1.801, -0.162, -0.152], [1.928, -3.089, -3.395], [6.346, 1.235, 3.068], [1.838, -3.295, 1.671], [-0.202, -2.736, -4.310], [-2.135, -1.350, -7.436], [-2.336, 1.631, -4.951], [4.315, -0.048, 4.727], [-4.096, 5.082, 3.181], [-3.444, 2.018, 4.353], [3.744, 2.006, -0.206], [-4.080, -0.406, 2.223], [-5.447, 3.727, 4.401], [0.005, -4.336, -4.999], [-0.044, 4.625, 0.571], [0.024, -0.146, 3.735], [-2.139, -0.276, -7.648], [0.571, -5.217, -1.303], [-0.921, 1.341, -6.861], [2.400, 2.464, 6.004], [-5.484, 1.439, -1.031], [-5.123, 2.284, -3.242], [1.449, 2.263, 5.509], [-5.014, -0.476, 0.228], [-5.485, 3.777, -0.862], [-0.815, -5.649, 0.332], [3.530, 0.301, -0.534], [0.702, 1.705, 3.341], [-3.870, 1.048, -3.155], [3.479, -0.897, 2.226], [-0.813, -0.244, 0.884], [-3.302, 0.214, 1.768], [0.938, -4.317, -1.811], [4.197, 1.148, -0.709], [1.816, -0.992, -4.748], [0.550, -0.411, 0.187], [6.158, 0.302, 3.610], [5.750, 1.249, 0.837], [-3.750, 0.943, -6.449], [-0.301, 3.174, -2.071], [0.430, -3.332, -4.986], [2.321, -2.776, -7.143], [1.986, -3.759, 4.851], [0.802, -0.805, -2.031], [2.246, -1.878, -5.220], [0.370, 4.734, 1.578], [-3.665, -2.741, 2.316], [2.921, -3.204, 4.965], [-2.629, -0.100, -4.814], [1.445, 5.512, -2.045], [-3.787, 1.300, -0.679], [-0.862, 1.150, 4.585], [-4.520, 1.937, -1.181], [-3.484, 0.199, -7.649], [0.533, 5.145, -1.571], [-4.675, 0.216, 2.890], [1.391, 2.742, 4.048], [0.695, 2.748, 6.135], [-3.769, 1.991, -6.755], [0.402, -2.753, -6.280], [3.234, -5.559, 4.606], [2.490, -4.013, -4.745], [1.022, 0.571, 0.114], [-5.890, -1.283, 1.484], [4.112, 1.035, 3.381], [-2.559, 0.727, -5.522], [2.287, -5.139, 4.269], [-1.640, 3.724, 3.758], [-0.283, 2.482, 0.216], [0.966, 3.746, 4.012], [-1.434, 0.448, -6.498], [-4.524, -3.237, 2.777], [0.410, 3.289, -0.021], [-1.027, 0.872, -1.826], [1.384, 3.027, 0.395], [3.329, -1.752, -5.296], [-1.335, -5.630, -2.530], [1.551, -2.002, 3.664], [-3.248, 2.989, -2.748], [-3.666, 2.811, 3.637], [-1.843, -3.745, -1.838], [-0.858, 0.705, 1.416], [-2.975, 4.616, 2.435], [6.654, -0.850, 2.767], [-3.679, 4.909, -2.201], [-1.744, -4.764, -1.461], [4.458, 0.320, -2.671], [0.108, -0.898, -1.189], [-1.176, -0.141, -1.443], [-1.571, -0.126, -8.566], [-0.299, 5.563, -2.144], [-4.245, 1.947, -2.676], [-4.312, 2.442, 2.839], [-1.018, -1.131, 1.489], [1.528, -5.898, 4.490], [7.027, -1.680, 3.385], [4.198, -2.007, 3.426], [1.543, -3.774, 5.846], [6.413, 1.903, -1.130], [4.424, 1.308, -2.202], [-1.814, -0.680, -2.147], [-0.058, -6.200, -2.264], [-3.416, 3.961, -1.731]],
  "multiplicity": 1,
  "homo_energy_ev": -9.2,
  "gap_ev": 9.68,
  "charge": 0,
  "lumo_ev": 0.47
}